No. 1
Density functional theory data (ωB97M-V/def2-TZVPD) for 5 unconnected molecules or ions with the total composition C37H81N4O3.

Calculated values
* frontier orbital gap: 9.2 eV
* ΔE to the lowest compared entry with this formula, charge and spin: 0.000 eV
* maximum force: 6.03 eV/A
* charge: +3
* electronic energy: -1902.18743 Ha
* E_HOMO: -0.5500 Eh
* LUMO: -5.7714 eV

Bonds (Å) are listed after each position.
Geometry (Å):
1 C 0.61527 3.07438 -0.44534  C2 1.535, H11 1.090, H12 1.090, H13 1.090
2 C 1.21433 4.46870 -0.21493  C1 1.535, C3 1.542, H14 1.090, H15 1.090
3 C 0.76702 5.33198 -1.41165  C2 1.542, N4 1.570, H16 1.090, H17 1.090
4 N 1.06521 6.86982 -1.30562  C3 1.570, C5 1.571, C9 1.549, C10 1.551
5 C 0.87184 7.42303 -2.76307  N4 1.571, C6 1.564, H18 1.090, H19 1.090
6 C 1.15615 8.96038 -2.81904  C5 1.564, C7 1.529, H20 1.090, H21 1.090
7 C 2.57313 9.19463 -2.29413  C6 1.529, C8 1.550, H22 1.090, H23 1.090
8 C 2.79758 8.62936 -0.86825  C7 1.550, C9 1.468, H24 1.090, H25 1.090
9 C 2.49010 7.19556 -0.79362  N4 1.549, C8 1.468, H26 1.090, H27 1.090
10 C 0.06910 7.39014 -0.23657  N4 1.551, H28 1.090, H29 1.090, H30 1.090
11 H 0.80314 2.81432 -1.48705  C1 1.090
12 H -0.46928 3.05838 -0.33756  C1 1.090
13 H 0.93507 2.30841 0.26114  C1 1.090
14 H 2.30328 4.47560 -0.26237  C2 1.090
15 H 0.93180 4.84845 0.76694  C2 1.090
16 H -0.31665 5.34922 -1.52762  C3 1.090
17 H 1.19298 4.95508 -2.34150  C3 1.090
18 H 1.50282 6.89899 -3.48094  C5 1.090
19 H -0.18626 7.26100 -2.96868  C5 1.090
20 H 1.21128 9.16465 -3.88831  C6 1.090
21 H 0.39742 9.56236 -2.31899  C6 1.090
22 H 3.24093 8.73525 -3.02290  C7 1.090
23 H 2.83110 10.25001 -2.38211  C7 1.090
24 H 3.86539 8.73262 -0.67535  C8 1.090
25 H 2.31124 9.19384 -0.07267  C8 1.090
26 H 3.18570 6.66792 -1.44619  C9 1.090
27 H 2.62136 6.90564 0.24889  C9 1.090
28 H -0.89171 6.96513 -0.52692  C10 1.090
29 H 0.09840 8.47874 -0.28326  C10 1.090
30 H 0.38728 7.00299 0.73141  C10 1.090
31 C 3.61011 -2.41549 4.20342  C32 1.490, H41 1.090, H42 1.090, H43 1.090
32 C 2.17055 -2.42450 3.81891  C31 1.490, C33 1.531, H44 1.090, H45 1.090
33 C 1.17924 -3.18470 4.70472  C32 1.531, N34 1.551, H46 1.090, H47 1.090
34 N -0.29759 -2.99213 4.27205  C33 1.551, C35 1.597, C39 1.556, C40 1.584
35 C -1.11945 -4.04990 5.14187  N34 1.597, C36 1.516, H48 1.090, H49 1.090
36 C -2.60200 -3.80259 4.94350  C35 1.516, C37 1.575, H50 1.090, H51 1.090
37 C -3.00804 -2.30829 5.23059  C36 1.575, C38 1.581, H52 1.090, H53 1.090
38 C -2.28085 -1.35155 4.20326  C37 1.581, C39 1.567, H54 1.090, H55 1.090
39 C -0.74325 -1.51343 4.45963  N34 1.556, C38 1.567, H56 1.090, H57 1.090
40 C -0.46425 -3.38384 2.74684  N34 1.584, H58 1.090, H59 1.090, H60 1.090
41 H 4.01118 -3.42833 4.24093  C31 1.090
42 H 3.78112 -1.93844 5.16845  C31 1.090
43 H 4.14821 -1.89958 3.40820  C31 1.090
44 H 2.13195 -2.76604 2.78452  C32 1.090
45 H 1.91709 -1.37367 3.67885  C32 1.090
46 H 1.27828 -2.83620 5.73275  C33 1.090
47 H 1.34714 -4.25894 4.62783  C33 1.090
48 H -0.90726 -3.84614 6.19143  C35 1.090
49 H -0.72404 -5.01676 4.83054  C35 1.090
50 H -3.12083 -4.51662 5.58309  C36 1.090
51 H -3.03757 -4.24278 4.04650  C36 1.090
52 H -2.80169 -2.07768 6.27574  C37 1.090
53 H -4.07908 -2.24396 5.03869  C37 1.090
54 H -2.45737 -0.28209 4.31809  C38 1.090
55 H -2.42466 -1.61761 3.15606  C38 1.090
56 H -0.39700 -1.33181 5.47709  C39 1.090
57 H -0.15869 -0.89473 3.77876  C39 1.090
58 H -1.40184 -3.19572 2.22375  C40 1.090
59 H -0.09082 -4.37872 2.50423  C40 1.090
60 H 0.20308 -2.73165 2.18344  C40 1.090
61 C -4.01595 1.41891 2.34143  C62 1.505, H71 1.090, H72 1.090, H73 1.090
62 C -3.09834 1.06670 1.20202  C61 1.505, C63 1.561, H74 1.090, H75 1.090
63 C -3.96473 0.65116 -0.02768  C62 1.561, N64 1.582, H76 1.090, H77 1.090
64 N -3.20854 -0.39672 -0.93993  C63 1.582, C65 1.604, C69 1.541, C70 1.529
65 C -4.04801 -0.80728 -2.24394  N64 1.604, C66 1.533, H78 1.090, H79 1.090
66 C -4.45581 0.40984 -3.08279  C65 1.533, C67 1.509, H80 1.090, H81 1.090
67 C -3.26685 1.27416 -3.42349  C66 1.509, C68 1.515, H82 1.090, H83 1.090
68 C -2.19090 1.51362 -2.38458  C67 1.515, C69 1.558, H84 1.090, H85 1.090
69 C -1.93674 0.22035 -1.55329  N64 1.541, C68 1.558, H86 1.090, H87 1.090
70 C -2.75466 -1.67558 -0.23451  N64 1.529, H88 1.090, H89 1.090, H90 1.090
71 H -4.57077 2.33968 2.16124  C61 1.090
72 H -3.39232 1.67592 3.19766  C61 1.090
73 H -4.66926 0.56084 2.49953  C61 1.090
74 H -2.39445 0.28968 1.50013  C62 1.090
75 H -2.45367 1.90880 0.95030  C62 1.090
76 H -4.39800 1.42747 -0.65832  C63 1.090
77 H -4.87012 0.12021 0.26634  C63 1.090
78 H -4.92612 -1.33412 -1.87049  C65 1.090
79 H -3.41080 -1.48073 -2.81712  C65 1.090
80 H -5.20844 0.97642 -2.53449  C66 1.090
81 H -4.94606 0.11713 -4.01127  C66 1.090
82 H -3.69100 2.20676 -3.79556  C67 1.090
83 H -2.81987 0.65388 -4.20040  C67 1.090
84 H -2.37956 2.24653 -1.60014  C68 1.090
85 H -1.22985 1.81756 -2.79942  C68 1.090
86 H -1.21393 0.44690 -0.76951  C69 1.090
87 H -1.34369 -0.53855 -2.06366  C69 1.090
88 H -3.59818 -2.19641 0.21860  C70 1.090
89 H -1.96033 -1.59330 0.50736  C70 1.090
90 H -2.38774 -2.33198 -1.02356  C70 1.090
91 C 2.81839 -5.80898 1.30058  C92 1.527, H101 1.090, H102 1.090, H103 1.090
92 C 2.39993 -4.71275 0.32288  C91 1.527, C93 1.497, H104 1.090, H105 1.090
93 C 1.91248 -5.23258 -0.99332  C92 1.497, N94 1.516, H106 1.090, H107 1.090
94 N 1.64192 -4.28434 -2.14529  C93 1.516, C95 1.575, C99 1.563, C100 1.568
95 C 1.43269 -5.17096 -3.42983  N94 1.575, C96 1.488, H108 1.090, H109 1.090
96 C 1.23577 -4.43831 -4.70936  C95 1.488, C97 1.499, H110 1.090, H111 1.090
97 C 2.15489 -3.28170 -4.96480  C96 1.499, C98 1.535, H112 1.090, H113 1.090
98 C 2.48908 -2.41705 -3.74092  C97 1.535, C99 1.586, H114 1.090, H115 1.090
99 C 2.81087 -3.29660 -2.46055  N94 1.563, C98 1.586, H116 1.090, H117 1.090
100 C 0.37382 -3.39434 -1.90263  N94 1.568, H118 1.090, H119 1.090, H120 1.090
101 H 1.91723 -6.38823 1.50179  C91 1.090
102 H 3.28100 -5.47293 2.22857  C91 1.090
103 H 3.54146 -6.52564 0.91115  C91 1.090
104 H 3.23347 -4.02145 0.19868  C92 1.090
105 H 1.58910 -4.14064 0.77383  C92 1.090
106 H 1.04352 -5.88184 -0.88622  C93 1.090
107 H 2.67493 -5.87148 -1.43895  C93 1.090
108 H 2.38935 -5.68241 -3.53626  C95 1.090
109 H 0.57396 -5.81577 -3.24302  C95 1.090
110 H 1.24455 -5.13316 -5.54913  C96 1.090
111 H 0.25099 -3.97722 -4.78493  C96 1.090
112 H 3.10484 -3.71129 -5.28282  C97 1.090
113 H 1.83164 -2.63051 -5.77694  C97 1.090
114 H 3.47200 -1.97399 -3.90113  C98 1.090
115 H 1.70872 -1.67946 -3.55359  C98 1.090
116 H 3.62968 -3.95879 -2.74191  C99 1.090
117 H 3.16145 -2.79053 -1.56106  C99 1.090
118 H -0.45356 -4.04011 -1.60847  C100 1.090
119 H 0.01888 -2.95397 -2.83440  C100 1.090
120 H 0.55173 -2.71623 -1.06800  C100 1.090
121 O 1.38079 -0.46471 -0.73679  C122 1.288, H125 0.960
122 C 1.27980 -0.69119 0.52750  O121 1.288, O123 1.212, O124 1.275
123 O 2.38912 -1.02922 0.88047  C122 1.212
124 O 0.17074 -0.64096 1.15522  C122 1.275
125 H 2.31286 -0.62156 -0.56872  O121 0.960

Mulliken population analysis, charges in e, atoms 1 to 5: C -1.2155; C -0.1856; C -1.0571; N 0.1868; C -0.6326

No. 2
Density functional theory data (ωB97M-V/def2-TZVPD) for 2 unconnected molecules or ions with the total composition C15H25N5O4S.

Calculated values
* frontier orbital gap: 8.2 eV
* ΔE to the lowest compared entry with this formula, charge and spin: 0.000 eV
* maximum force: 1.96 eV/A
* charge: 0
* electronic energy: -1559.57401 Ha
* SMILES string: O=C(O)[C@@H]1CCCC[C@@H]1c1n[nH]c(=S)[nH]1.CNC(=O)[C@H](C)NC(C)=O
* E_HOMO: -0.2902 Eh
* LUMO: 0.3247 eV

Bonds (Å) are listed after each position.
Geometry (Å):
1 O 1.01473 2.78809 4.26973  C2 1.220
2 C 1.15092 1.57543 4.24848  O1 1.220, O3 1.349, C4 1.542
3 O 1.54047 0.86768 5.32901  C2 1.349, H16 0.970
4 C 0.81724 0.76353 2.98028  C2 1.542, C5 1.541, C9 1.559, H17 1.095
5 C 2.12670 0.34612 2.28397  C4 1.541, C6 1.534, H18 1.094, H19 1.095
6 C 2.79998 1.52790 1.57500  C5 1.534, C7 1.532, H20 1.095, H21 1.095
7 C 1.85827 2.18199 0.55836  C6 1.532, C8 1.534, H22 1.094, H23 1.095
8 C 0.52764 2.60515 1.19404  C7 1.534, C9 1.541, H24 1.095, H25 1.094
9 C -0.13407 1.43022 1.94009  C4 1.559, C8 1.541, C10 1.514, H26 1.095
10 C -1.48008 1.82939 2.50766  C9 1.514, N11 1.314, N15 1.384
11 N -2.57568 1.84262 1.78163  C10 1.314, N12 1.369
12 N -3.57480 2.22824 2.63413  N11 1.369, C13 1.371, H27 1.019
13 C -3.06319 2.56033 3.86184  N12 1.371, S14 1.656, N15 1.360
14 S -3.82873 3.35562 5.09629  C13 1.656
15 N -1.74673 2.22218 3.80753  C10 1.384, C13 1.360, H28 1.017
16 H 1.68593 1.51990 6.03147  O3 0.970
17 H 0.31972 -0.14620 3.33095  C4 1.095
18 H 1.91005 -0.43527 1.54884  C5 1.094
19 H 2.81831 -0.08513 3.01586  C5 1.095
20 H 3.70154 1.17790 1.06216  C6 1.095
21 H 3.11180 2.27334 2.31345  C6 1.095
22 H 1.66060 1.47697 -0.25421  C7 1.094
23 H 2.34718 3.05866 0.12131  C7 1.095
24 H -0.14668 2.96046 0.40775  C8 1.095
25 H 0.69768 3.44580 1.87239  C8 1.094
26 H -0.35580 0.66914 1.18515  C9 1.095
27 H -4.45174 2.64077 2.32029  N12 1.019
28 H -1.05702 2.73807 4.34916  N15 1.017
29 C -2.14321 -1.28182 -3.98597  N30 1.462, H39 1.091, H40 1.091, H41 1.091
30 N -2.34366 -1.86234 -2.65927  C29 1.462, C31 1.341, H42 1.009
31 C -1.44294 -2.27539 -1.75624  N30 1.341, O32 1.225, C33 1.553
32 O -1.85634 -2.62365 -0.65701  C31 1.225
33 C 0.08727 -2.31810 -2.01989  C31 1.553, C34 1.534, N35 1.466, H43 1.092
34 C 0.76945 -1.04781 -1.49586  C33 1.534, H44 1.091, H45 1.091, H46 1.090
35 N 0.51765 -2.51401 -3.40728  C33 1.466, C36 1.331, H47 1.005
36 C 0.32956 -3.63935 -4.09342  N35 1.331, C37 1.511, O38 1.221
37 C 0.89723 -3.67404 -5.49279  C36 1.511, H48 1.088, H49 1.090, H50 1.088
38 O -0.26832 -4.60726 -3.64941  C36 1.221
39 H -1.31442 -0.57302 -3.97182  C29 1.091
40 H -1.94387 -2.07400 -4.70975  C29 1.091
41 H -3.04742 -0.75285 -4.29124  C29 1.091
42 H -3.29549 -1.94680 -2.33503  N30 1.009
43 H 0.46398 -3.16089 -1.43687  C33 1.092
44 H 1.85168 -1.13141 -1.60478  C34 1.091
45 H 0.41076 -0.17457 -2.04253  C34 1.091
46 H 0.53090 -0.92717 -0.43902  C34 1.090
47 H 1.02913 -1.77063 -3.84934  N35 1.005
48 H 1.97349 -3.51970 -5.44864  C37 1.088
49 H 0.68896 -4.64855 -5.93343  C37 1.090
50 H 0.43137 -2.89552 -6.09302  C37 1.088

natural (NBO) population analysis, charges in e, atoms 1 to 5: O -0.6386; C 0.8133; O -0.6637; C -0.3239; C -0.3869

Which value of charge does entry 1 give?
+3

Look up the maximum force of the second one.
1.96 eV/A